Record 1
A structure of composition C17H16N6NdO3. Source: the OMol25 dataset; level of theory: ωB97M-V with the def2-TZVPD basis set.

The geometry in ORCA input format:
```
! RIJCOSX wB97M-V def2-TZVPD def2/J DEFGRID3
* xyz 1 4
Nd 0.8273 -0.6399 -1.1452
C -2.3813 0.6498 -4.3186
O -3.1129 1.0639 -3.1664
C -2.5269 1.9200 -2.2655
C -3.2417 3.0575 -1.9427
C -2.7681 3.9675 -1.0027
C -1.5937 3.7073 -0.3425
C -0.8620 2.5410 -0.6093
C 0.3151 2.2839 0.1857
N 0.8800 1.1266 0.2399
N 1.9982 0.9821 1.0506
C 2.8737 0.0942 0.6581
O 2.8141 -0.5449 -0.4885
C 4.0098 -0.1762 1.5640
C 4.0418 0.3608 2.8520
C 5.1118 0.0884 3.6851
C 6.1532 -0.7168 3.2411
C 6.1232 -1.2553 1.9635
C 5.0527 -0.9891 1.1267
C -1.2929 1.6493 -1.6287
O -0.5606 0.6046 -2.0091
H -1.7005 -0.1686 -4.1021
H -1.8189 1.4828 -4.7452
H -3.1255 0.3177 -5.0391
H -4.1786 3.2339 -2.4549
H -3.3255 4.8729 -0.8083
H -1.2281 4.3849 0.4193
H 0.7206 3.0914 0.7928
H 3.2246 0.9882 3.1760
H 5.1382 0.5080 4.6819
H 6.9907 -0.9199 3.8957
H 6.9391 -1.8780 1.6216
H 5.0205 -1.3988 0.1262
N -4.3123 -2.7090 -0.0626
C -3.6103 -3.6252 0.6129
N -4.2465 -4.5346 1.3454
N -2.2917 -3.6840 0.5875
C -1.4340 -2.9316 0.0434
N -0.5100 -2.3450 -0.3762
H -5.3125 -2.6486 0.0216
H -3.8457 -2.0021 -0.6035
H -5.2491 -4.5838 1.3849
H -3.7055 -5.2254 1.8357
*
```

The value obtained for the gap between HOMO and LUMO (alpha / beta) is 7.7 / 7.8 eV. The lowest unoccupied orbital energy (alpha / beta) is -3.04 / -2.98 eV. The HOMO energy (alpha / beta) is -10.76 / -10.76 eV.



Record 2
An isolated molecule of C17H16N6O4S. Source: the OMol25 dataset; level of theory: ωB97M-V with the def2-TZVPD basis set.

The geometry in ORCA input format:
```
! RIJCOSX wB97M-V def2-TZVPD def2/J DEFGRID3
* xyz 0 1
O 0.0850 -1.7944 -0.8190
O 2.0613 1.4271 -3.3769
N -1.8080 0.7954 -0.5405
N -2.6305 0.3573 0.3762
N 2.6431 -3.8116 0.7797
O -5.8905 1.6885 1.4963
O 3.7108 0.3609 -1.0153
S -1.2688 2.8663 -2.2031
C 1.1695 -2.1476 -0.3771
C 1.0265 1.1523 -2.7100
C -2.2510 1.9085 -1.0382
C -3.6134 1.1371 0.4807
C 3.7820 -3.0773 0.6214
C -6.5119 1.4540 2.6654
C -5.6669 0.5645 3.4348
C -4.4677 0.3757 2.7209
C -4.6762 0.9827 1.4828
C 2.3354 -1.3576 -0.6172
C 3.6168 -1.7461 -0.1068
C 2.4101 -0.0390 -1.0667
C 4.4491 -0.6798 -0.3588
N 1.3753 -3.3456 0.3163
N 1.3644 0.7453 -1.4095
N -3.4366 2.1850 -0.4357
C 5.0685 -3.5608 1.1057
C 5.9798 -0.6742 -0.2962
C -0.4402 1.5448 -3.1665
C -4.0414 3.5597 -0.3346
H -7.5996 1.7425 2.8635
H -5.8487 0.0351 4.4109
H -3.5475 -0.1166 3.0210
H 0.5428 -3.8945 0.4750
H 0.5755 0.3166 -1.0722
H 5.7138 -3.8239 0.2597
H 5.6064 -2.7957 1.6042
H 4.9304 -4.4355 1.7932
H 6.3292 -1.6785 -0.2421
H 6.3027 -0.2468 0.6153
H 6.4159 -0.1857 -1.2126
H -1.0060 0.6256 -3.1136
H -0.4026 1.8056 -4.2630
H -4.2268 3.7393 0.7236
H -4.9631 3.7716 -0.8864
H -3.1968 4.2696 -0.5849
*
```

As for the energy above the lowest of the compared OMol25 structures with the same formula, charge and spin: 2.0124 eV. The value obtained for the gap between HOMO and LUMO is 8.5 eV. The lowest unoccupied orbital energy is 0.49 eV. As for the SMILES: Cc1n[nH]c(=O)c2c(NC(=O)CSc3nnc(-c4ccco4)n3C)oc(C)c12. The HOMO energy is -8.01 eV.



Record 3
An isolated molecule of C17H16O6S2. Source: the OMol25 dataset; level of theory: ωB97M-V with the def2-TZVPD basis set.

The geometry in ORCA input format:
```
! RIJCOSX wB97M-V def2-TZVPD def2/J DEFGRID3
* xyz 0 1
O 1.6978 -3.7872 -2.7688
O -0.7793 1.3723 5.2286
O -1.7535 3.6247 4.8993
O 0.4671 -2.5337 -4.2516
O -0.4366 2.2076 -1.4018
O 1.6885 -4.2967 -4.9865
S 3.1735 3.0368 6.8280
C 1.3281 -3.5514 -3.9220
C 1.2593 -0.9224 -2.5117
C -0.8862 -0.7031 -3.6217
C 1.0457 0.2888 -1.8579
C -1.0759 0.5221 -2.9745
C -0.4149 3.4592 0.5830
C -0.7326 1.0841 0.8256
C -0.4277 3.6348 1.9466
C -0.6896 1.2345 2.1915
C 0.2891 -1.4208 -3.4347
C -0.1480 1.0145 -2.0386
C -0.5730 2.2145 -0.0350
C -0.5722 2.5358 2.7757
C 2.6734 -5.3397 -4.6809
C 1.7187 2.0207 7.1822
C 1.4097 3.3680 6.4256
C 0.9320 3.4602 4.9731
S -0.6566 2.6929 4.5884
H 2.2027 -1.4508 -2.2915
H -1.6355 -1.0974 -4.2859
H 1.7654 0.7221 -1.1511
H -1.9104 1.1251 -3.2121
H -0.3277 4.3546 -0.0358
H -0.9106 0.0852 0.4202
H -0.4013 4.6386 2.3478
H -0.8678 0.3554 2.7762
H 2.6736 -6.1011 -5.4607
H 3.6860 -4.9026 -4.6367
H 2.4578 -5.8206 -3.7288
H 1.4457 1.9168 8.2400
H 1.5263 1.0437 6.6858
H 0.9564 4.1503 7.0819
H 1.6752 2.9591 4.3236
H 0.8238 4.5014 4.6614
*
```

The value obtained for the gap between HOMO and LUMO is 9.4 eV. The lowest unoccupied orbital energy is 0.44 eV. As for the SMILES: COC(=O)Oc1ccc(Oc2ccc(S(=O)(=O)C[C@H]3CS3)cc2)cc1. The HOMO energy is -8.97 eV.



Record 4
A structure of composition C17H17AuClF3N2O3S2Te. Source: the OMol25 dataset; level of theory: ωB97M-V with the def2-TZVPD basis set.

The geometry in ORCA input format:
```
! RIJCOSX wB97M-V def2-TZVPD def2/J DEFGRID3
* xyz 0 3
Au -1.0946 -0.9683 -0.0991
S -1.8849 -3.1981 -0.4550
C -1.0425 -3.9099 0.8696
N 0.2084 -4.3683 0.8370
C 0.6705 -4.7267 2.1845
C -0.6571 -4.8527 2.9518
N -1.5789 -4.1577 2.0519
H 0.8361 -4.0227 0.1312
H 1.2847 -3.9246 2.5914
H 1.2256 -5.6612 2.1636
H -0.6098 -4.3522 3.9137
H -0.9684 -5.8920 3.0714
H -2.5092 -3.8602 2.2874
Te -0.9317 1.4482 0.8233
C -1.5418 2.5655 -0.8421
C -2.3058 2.0103 -1.8685
C -2.6775 2.7882 -2.9528
C -2.2762 4.1166 -3.0288
C -1.5131 4.6727 -2.0122
C -1.1555 3.9033 -0.9148
H -2.6008 0.9692 -1.8172
H -3.2773 2.3564 -3.7439
H -2.5619 4.7199 -3.8808
H -1.1926 5.7046 -2.0719
H -0.5636 4.3440 -0.1214
F 2.9404 -0.8961 3.7609
C 1.8185 -0.1677 3.7575
F 1.9967 0.8598 2.9088
F 1.6406 0.3323 4.9808
S 0.3830 -1.1857 3.2324
O 0.3127 -2.2377 4.2191
O 0.7917 -1.6262 1.9016
O -0.7190 -0.2464 3.2335
Cl 2.1238 4.8504 -2.5172
C 1.7776 3.1689 -2.2697
C 2.2125 2.5431 -1.1103
C 1.9118 1.2089 -0.9077
C 1.1689 0.4748 -1.8536
C 0.8207 -0.8907 -1.6043
C 0.7477 1.1444 -3.0157
C 1.0517 2.4721 -3.2284
H 2.7750 3.0995 -0.3729
H 2.2447 0.7154 -0.0010
H 1.4297 -1.4343 -0.8897
H 0.4085 -1.4753 -2.4178
H 0.1641 0.6056 -3.7526
H 0.7165 2.9809 -4.1219
*
```

As for the energy above the lowest of the compared OMol25 structures with the same formula, charge and spin: 0.0756 eV. The value obtained for the gap between HOMO and LUMO (alpha / beta) is 7.5 / 6.3 eV. The lowest unoccupied orbital energy (alpha / beta) is 0.29 / -2.26 eV. The HOMO energy (alpha / beta) is -7.26 / -8.60 eV.



| no. | maximum force (hartree/bohr) |
| --- | --- |
| 1 | 0.058 |
| 2 | 0.115 |
| 3 | 0.052 |
| 4 | 0.007 |